(1)
3 unconnected molecules or ions with the total composition C3H11NO2. Source: the Open Molecules 2025 dataset; level of theory: ωB97M-V/def2-TZVPD.

Last column: Löwdin charge in e.
Geometry (Å):
C: 0.802914 -0.451349 -2.999008  -0.07
N: 0.402393 0.298850 -2.012021  -0.04
C: -0.539990 -0.213399 -0.946839  -0.31
C: -1.353975 0.934118 -0.450502  -0.13
H: 0.775830 -1.546561 -3.133138  0.07
H: 1.272859 0.188785 -3.794623  0.07
H: -1.200300 -1.000365 -1.344897  0.10
H: 0.031314 -0.727759 -0.104934  0.11
H: -1.485595 1.553251 -1.316413  0.05
H: -2.411419 0.771535 -0.062454  0.10
H: -0.755341 1.565936 0.205760  0.05
O: 1.028097 1.099156 1.983993  -0.13
H: 1.931677 0.854958 2.399591  0.09
H: 1.275337 2.029503 1.646555  0.08
O: -0.402440 -1.726280 2.966010  -0.02
H: -0.472239 -1.452852 3.856509  0.01
H: -0.237818 -0.927616 2.510265  -0.03

Atomic forces in eV per Å
C 0.0 2.7 1.3
N -0.6 -1.9 -1.1
C 1.3 -2.0 0.3
C -1.0 1.1 0.2
H -0.5 0.4 0.2
H 0.0 -1.2 0.6
H 0.3 0.2 -0.2
H -0.4 0.8 -1.0
H -0.3 0.5 -0.6
H 1.6 -0.3 -0.1
H -0.3 -0.2 0.4
O 3.2 1.7 0.4
H -2.3 0.3 -0.9
H -0.9 -2.1 0.6
O -0.1 -1.6 -0.6
H -0.2 0.3 1.6
H 0.3 1.5 -1.0

Net charge   0
E   -8872.8444 eV
Energy above the lowest of the compared OMol25 structures with the same formula, charge and spin   158.7 kJ/mol
HOMO level   -9.47 eV
Kohn-Sham gap   10.0 eV
Structure (SMILES)   C=NCC.O.O

***

(2)
3 unconnected molecules or ions with the total composition C3H11NO2. Source: the Open Molecules 2025 dataset; level of theory: ωB97M-V/def2-TZVPD.

Last column: Löwdin charge in e.
Geometry (Å):
C: 0.162348 1.365825 1.146252  0.02
C: 1.030496 0.725923 0.370135  -0.43
C: 2.023183 -0.187080 1.073401  -0.08
N: 0.734811 0.371707 -0.982367  0.05
H: -0.584797 2.028843 0.729409  0.06
H: 0.366654 1.495527 2.208223  0.06
H: 2.999109 -0.080839 0.567652  0.07
H: 1.818163 -1.247237 1.055765  0.07
H: 2.233810 0.247558 2.054924  0.07
H: -0.018266 -0.286719 -1.118449  0.02
H: 0.913166 1.032691 -1.714486  0.07
O: -1.076469 -1.804532 -1.669194  -0.06
H: -1.944457 -2.099801 -1.968043  0.06
H: -0.557180 -1.795250 -2.481907  0.05
O: -3.003350 -0.103419 0.065661  -0.07
H: -2.902351 0.103493 1.002482  0.03
H: -2.194863 0.233310 -0.339460  0.00

Atomic forces in eV per Å
C 0.5 1.6 0.1
C -1.4 -2.7 0.7
C 1.8 1.8 -0.6
N 0.8 0.3 -0.1
H -0.3 -0.2 -0.1
H -0.1 -0.2 -0.2
H -0.2 -0.2 -0.1
H -0.5 -0.1 0.1
H -0.3 -0.6 0.2
H 0.0 0.3 0.0
H -0.2 0.1 0.0
O -0.1 -0.1 -0.5
H -0.1 0.1 0.3
H 0.1 -0.1 0.1
O 0.0 0.1 0.1
H 0.0 -0.1 -0.1
H 0.0 -0.1 0.0

Net charge   0
E   -8873.3332 eV
Energy above the lowest of the compared OMol25 structures with the same formula, charge and spin   111.6 kJ/mol
HOMO level   -8.99 eV
Kohn-Sham gap   9.7 eV
Structure (SMILES)   C=C(C)N.O.O

***

(3)
2 unconnected molecules or ions with the total composition C3H11NO2. Source: the Open Molecules 2025 dataset; level of theory: ωB97M-V/def2-TZVPD.

Last column: Löwdin charge in e.
Geometry (Å):
C: -0.555266 0.607025 -0.623725  -0.17
N: -0.753083 -0.809145 -0.900382  -0.14
C: 0.246826 -1.694623 -1.414895  -0.20
C: 1.274921 -0.819901 -2.232097  -0.24
O: 2.583790 -0.539385 -1.757954  -0.04
H: -1.553742 0.941291 -0.355826  0.07
H: 0.374867 0.988147 0.041704  0.12
H: -0.389093 1.227937 -1.608519  0.09
H: -1.530832 -1.092385 -0.338280  0.10
H: -0.148516 -2.402553 -2.203106  0.12
H: 0.823542 -2.276205 -0.721027  0.09
H: 0.812397 0.166311 -2.285130  0.06
H: 1.369274 -1.071322 -3.322213  0.12
H: 2.832792 -1.022339 -1.035064  0.03
O: -1.462050 2.791017 6.324414  -0.07
H: -1.709053 2.310665 5.514593  0.04
H: -2.216773 2.695467 6.917507  0.03

Atomic forces in eV per Å
C 1.8 1.7 -1.7
N -0.3 1.2 0.5
C 1.1 0.4 -2.4
C -0.6 0.9 -1.2
O -0.8 1.5 -2.4
H 0.3 0.4 0.9
H -2.3 -1.2 -0.9
H -0.3 -1.1 1.7
H 0.2 -1.1 -0.1
H 0.0 0.6 1.1
H 0.1 -0.5 0.9
H 0.1 -0.3 -0.2
H -0.1 -0.6 1.0
H 0.7 -2.1 2.8
O -0.2 -0.3 -0.4
H 0.1 0.3 0.5
H 0.1 0.0 -0.1

Net charge   0
E   -8872.3107 eV
Energy above the lowest of the compared OMol25 structures with the same formula, charge and spin   210.2 kJ/mol
HOMO level   -8.57 eV
Kohn-Sham gap   9.3 eV
Structure (SMILES)   CNCCO.O

***

no.,lowest unoccupied orbital energy (eV)
1,0.53
2,0.70
3,0.78